(P)
Below is a 2-piece molecular cluster, C4H12 overall, with properties calculated with the ωB97M-V functional and the def2-TZVPD basis.

Each line ends with the natural charge from an NBO analysis.
CARTESIAN COORDINATES (ANGSTROEM)
C  -0.287  0.471  2.248  -0.614
C  0.738  1.569  2.021  -0.610
H  -0.503  0.382  3.311  0.203
H  -1.207  0.585  1.658  0.204
H  -0.084  -0.551  1.915  0.202
H  0.329  2.474  2.472  0.203
H  0.823  1.857  0.972  0.206
H  1.679  1.316  2.500  0.207
C  -0.783  -0.617  -2.309  -0.619
C  0.519  -1.328  -1.905  -0.630
H  -1.527  -1.299  -2.727  0.203
H  -1.269  -0.054  -1.515  0.206
H  -0.732  0.048  -3.183  0.204
H  0.879  -1.190  -0.891  0.218
H  0.233  -2.389  -1.820  0.204
H  1.193  -1.274  -2.749  0.214

Calculated values
structure (SMILES): CC.CC

***

(Q)
Below is a 2-piece molecular cluster, C4H12 overall, with properties calculated with the ωB97M-V functional and the def2-TZVPD basis.

Each line ends with the natural charge from an NBO analysis.
CARTESIAN COORDINATES (ANGSTROEM)
C  0.418  -0.665  -2.311  -0.622
C  -0.399  -1.695  -1.530  -0.633
H  0.285  0.321  -1.880  0.211
H  1.523  -0.956  -2.444  0.210
H  0.030  -0.439  -3.341  0.204
H  0.323  -2.285  -0.938  0.205
H  -0.835  -2.469  -2.187  0.208
H  -1.032  -1.422  -0.692  0.217
C  0.671  1.014  1.663  -0.658
C  -0.798  1.363  1.936  -0.613
H  1.366  1.492  1.010  0.232
H  1.203  1.224  2.597  0.197
H  0.533  -0.053  1.903  0.222
H  -0.648  2.144  2.707  0.204
H  -1.338  0.522  2.372  0.207
H  -1.304  1.903  1.135  0.210

Calculated values
structure (SMILES): CC.CC

***

(R)
Below is a 2-piece molecular cluster, C4H12 overall, with properties calculated with the ωB97M-V functional and the def2-TZVPD basis.

Each line ends with the natural charge from an NBO analysis.
CARTESIAN COORDINATES (ANGSTROEM)
C  1.588  1.871  0.164  -0.626
C  0.472  2.283  -0.748  -0.627
H  1.968  0.891  -0.123  0.209
H  2.378  2.580  0.360  0.214
H  1.215  1.744  1.193  0.207
H  0.643  3.242  -1.251  0.208
H  -0.544  2.307  -0.345  0.209
H  0.272  1.633  -1.608  0.207
C  -1.066  -2.250  -0.428  -0.606
C  -1.015  -1.829  1.073  -0.608
H  -0.440  -3.140  -0.538  0.198
H  -2.039  -2.458  -0.864  0.203
H  -0.479  -1.571  -1.053  0.201
H  -1.313  -2.632  1.740  0.201
H  0.056  -1.665  1.170  0.208
H  -1.698  -1.005  1.258  0.205

Calculated values
structure (SMILES): CC.CC

***

(S)
Below is a 2-piece molecular cluster, C4H12 overall, with properties calculated with the ωB97M-V functional and the def2-TZVPD basis.

Each line ends with the natural charge from an NBO analysis.
CARTESIAN COORDINATES (ANGSTROEM)
C  1.721  -1.560  -0.424  -0.618
C  2.189  -0.448  0.522  -0.606
H  1.124  -2.315  -0.152  0.204
H  1.404  -1.235  -1.461  0.199
H  2.564  -1.885  -0.948  0.208
H  1.394  0.088  0.986  0.198
H  2.701  -0.930  1.345  0.205
H  2.680  0.304  -0.003  0.209
C  -1.642  1.275  -0.710  -0.622
C  -2.272  0.752  0.636  -0.635
H  -2.501  1.809  -1.221  0.215
H  -0.746  1.873  -0.439  0.212
H  -1.271  0.480  -1.368  0.210
H  -1.974  -0.241  1.056  0.208
H  -3.382  0.532  0.739  0.210
H  -1.989  1.501  1.443  0.203

Calculated values
structure (SMILES): CC.CC

***

Energies relative to the most stable structure are (P) 0.0019; (Q) 0.0387; (R) 0.0000; (S) 0.0316, reported in hartree.